a.
{
  "formula": "C4H6FNO2",
  "method": "ωB97M-V/def2-TZVPD",
  "species": ["C", "C", "C", "F", "N", "O", "C", "O", "H", "H", "H", "H", "H", "H"],
  "xyz": [[-1.1392, 1.4230, -0.0323], [-0.5948, -0.0299, 0.0759], [-1.3768, -1.0810, -0.0307], [-0.9250, -2.3488, -0.0287], [0.7998, -0.1238, 0.1731], [1.3580, 1.1280, -0.0545], [1.6856, -1.1462, 0.0039], [2.8771, -0.9603, -0.0905], [-1.0527, 1.8989, 0.9769], [-2.2475, 1.4370, -0.4535], [-0.4937, 1.8640, -0.8109], [-2.4339, -0.9466, -0.0809], [2.3599, 1.0153, 0.1538], [1.1831, -2.1295, 0.1985]],
  "lowdin_charge": [-0.022, -0.248, -0.115, 0.014, -0.076, -0.027, -0.276, 0.041, 0.094, 0.123, 0.076, 0.110, 0.158, 0.149],
  "smiles": "C/C(=C/F)N(O)C=O",
  "charge": 0,
  "lumo_ev": 0.795,
  "mol_weight_g_mol": 119.1,
  "homo_ev": -8.733,
  "gap_ev": 9.53
}

b.
{
  "formula": "C4H6FNO2",
  "method": "ωB97M-V/def2-TZVPD",
  "species": ["C", "C", "C", "F", "N", "O", "C", "O", "H", "H", "H", "H", "H", "H"],
  "xyz": [[0.1459, -1.0918, 0.5225], [-0.7154, -0.2156, -0.4019], [-0.2164, 1.1610, -0.7131], [-0.8611, -0.8192, -1.5891], [-2.0490, -0.1054, 0.4298], [-3.0274, -1.1802, 0.3522], [-3.4566, 0.0533, 0.1946], [-4.3939, 0.7165, 0.0267], [0.8392, -1.7150, -0.1847], [-0.5595, -1.8310, 1.0302], [0.7500, -0.6275, 1.3401], [-1.1474, 1.8972, -1.0093], [0.3058, 1.5402, 0.1783], [0.4978, 1.1638, -1.5360]],
  "lowdin_charge": [-0.017, -0.582, -0.015, 0.052, 0.106, 0.122, -0.492, 0.205, 0.119, 0.097, 0.090, 0.150, 0.081, 0.084],
  "smiles": "CC(C)(F)N1OC1=O",
  "charge": 0,
  "lumo_ev": 0.778,
  "mol_weight_g_mol": 119.1,
  "homo_ev": -10.025,
  "gap_ev": 10.80
}

Which structure is the least stable? The one labeled b.

a.
{
  "formula": "C17H24N2O3",
  "method": "ωB97M-V/def2-TZVPD",
  "species": ["C", "C", "O", "C", "O", "C", "C", "C", "N", "C", "C", "C", "O", "N", "C", "C", "C", "C", "C", "C", "C", "C", "H", "H", "H", "H", "H", "H", "H", "H", "H", "H", "H", "H", "H", "H", "H", "H", "H", "H", "H", "H", "H", "H", "H", "H"],
  "xyz": [[2.3585, 2.2449, 3.0132], [1.7571, 1.6236, 1.7615], [0.7656, 0.6434, 2.0772], [1.1977, -0.5713, 2.4177], [2.3599, -0.8616, 2.5371], [0.0556, -1.5495, 2.6672], [0.4544, -2.9340, 2.1510], [0.5373, -2.9090, 0.6276], [-0.7417, -2.5157, 0.0602], [-0.8404, -2.7393, -1.3593], [0.2688, -2.1315, -2.2609], [0.4710, -0.6396, -2.0782], [1.4890, -0.1677, -1.6196], [-0.6000, 0.0950, -2.5023], [-0.8247, 1.4698, -2.3878], [0.1180, 2.3483, -1.8626], [-0.1783, 3.6958, -1.7673], [-1.4017, 4.1848, -2.1924], [-2.3394, 3.3121, -2.7190], [-2.0560, 1.9638, -2.8154], [-1.1232, -1.1826, 0.4884], [-1.2584, -1.1374, 2.0079], [1.5757, 2.6735, 3.6351], [3.0565, 3.0278, 2.7305], [2.8906, 1.4880, 3.5837], [2.5374, 1.1497, 1.1574], [1.2268, 2.3690, 1.1647], [-0.0727, -1.5893, 3.7558], [1.4252, -3.2154, 2.5594], [-0.2919, -3.6651, 2.4642], [0.7788, -3.9086, 0.2567], [1.3443, -2.2213, 0.3306], [-0.8248, -3.8228, -1.5209], [-1.8201, -2.3710, -1.6797], [1.2196, -2.6188, -2.0440], [0.0061, -2.3362, -3.3009], [-1.3784, -0.4228, -2.8862], [1.0730, 1.9717, -1.5377], [0.5595, 4.3708, -1.3590], [-1.6236, 5.2385, -2.1171], [-3.2965, 3.6819, -3.0560], [-2.7917, 1.2844, -3.2250], [-2.0869, -0.9370, 0.0317], [-0.3929, -0.4205, 0.1807], [-1.5459, -0.1320, 2.3147], [-2.0371, -1.8369, 2.3168]],
  "lowdin_charge": [-0.059, -0.208, -0.012, -0.471, 0.120, -0.211, -0.125, -0.174, -0.158, -0.190, -0.081, -0.486, 0.069, 0.130, -0.221, -0.018, -0.082, -0.100, -0.092, -0.034, -0.180, -0.125, 0.078, 0.077, 0.073, 0.127, 0.116, 0.157, 0.117, 0.121, 0.129, 0.125, 0.120, 0.112, 0.115, 0.120, 0.139, 0.094, 0.104, 0.099, 0.102, 0.108, 0.127, 0.109, 0.117, 0.122],
  "smiles": "CCOC(=O)C1CCN(CCC(=O)Nc2ccccc2)CC1",
  "charge": 0,
  "lumo_ev": 0.656,
  "mol_weight_g_mol": 304.4,
  "homo_ev": -8.450,
  "gap_ev": 9.11
}

b.
{
  "formula": "C17H24N2O3",
  "method": "ωB97M-V/def2-TZVPD",
  "species": ["C", "O", "C", "C", "C", "C", "C", "C", "C", "O", "N", "C", "C", "C", "O", "N", "C", "C", "C", "C", "C", "C", "H", "H", "H", "H", "H", "H", "H", "H", "H", "H", "H", "H", "H", "H", "H", "H", "H", "H", "H", "H", "H", "H", "H", "H"],
  "xyz": [[3.3575, 1.9909, 1.8294], [2.9398, 1.5164, 0.5694], [3.2862, 0.2569, 0.1835], [4.3343, -0.4416, 0.7780], [4.6895, -1.7043, 0.3410], [3.9966, -2.3047, -0.6949], [2.9412, -1.6298, -1.2735], [2.5667, -0.3538, -0.8604], [1.3427, 0.2008, -1.5103], [0.5759, -0.5295, -2.1210], [1.1499, 1.5380, -1.4231], [-0.1410, 2.1067, -1.7300], [-0.9820, 2.2908, -0.4523], [-0.7815, 1.0922, 0.4715], [-0.0320, 1.1862, 1.4336], [-1.4066, -0.0587, 0.1764], [-1.0694, -1.2340, 0.9652], [-2.2226, -2.2353, 0.9726], [-3.5425, -1.4732, 0.9733], [-3.7122, -0.7090, -0.3477], [-4.5887, 0.5238, -0.1410], [-2.3276, -0.3146, -0.9016], [3.1379, 1.2664, 2.6166], [4.4241, 2.2390, 1.8329], [2.7747, 2.8931, 2.0067], [4.8892, 0.0066, 1.5872], [5.5123, -2.2168, 0.8175], [4.2699, -3.2901, -1.0393], [2.3614, -2.0806, -2.0653], [1.7212, 2.0435, -0.7617], [-0.0007, 3.0711, -2.2274], [-0.6234, 1.4144, -2.4237], [-0.6141, 3.1593, 0.0977], [-2.0295, 2.4567, -0.6998], [-0.1588, -1.6912, 0.5575], [-0.8483, -0.8873, 1.9782], [-2.1422, -2.8673, 1.8576], [-2.1747, -2.8825, 0.0955], [-4.3817, -2.1540, 1.1228], [-3.5344, -0.7648, 1.8047], [-4.1934, -1.3609, -1.0837], [-4.7802, 1.0268, -1.0868], [-4.1001, 1.2240, 0.5340], [-5.5448, 0.2405, 0.2938], [-1.9088, -1.1195, -1.5141], [-2.4301, 0.5596, -1.5387]],
  "lowdin_charge": [-0.067, -0.120, -0.205, -0.018, -0.076, -0.082, -0.017, -0.049, -0.434, 0.046, 0.089, -0.156, -0.069, -0.468, 0.046, -0.037, -0.131, -0.167, -0.168, -0.341, -0.073, -0.126, 0.104, 0.094, 0.098, 0.103, 0.105, 0.101, 0.118, 0.123, 0.121, 0.110, 0.119, 0.105, 0.129, 0.124, 0.112, 0.113, 0.115, 0.119, 0.138, 0.076, 0.078, 0.077, 0.128, 0.110],
  "smiles": "COc1ccccc1C(=O)NCCC(=O)N1CCC[C@@H](C)C1",
  "charge": 0,
  "lumo_ev": 0.838,
  "mol_weight_g_mol": 304.4,
  "homo_ev": -8.737,
  "gap_ev": 9.58
}

Which structure is the least stable? The one labeled b.

a.
{
  "formula": "C3H4Br2O",
  "method": "ωB97M-V/def2-TZVPD",
  "species": ["C", "C", "C", "O", "Br", "Br", "H", "H", "H", "H"],
  "xyz": [[0.4833, -0.3804, -0.1718], [1.9207, -0.1333, -0.0302], [-1.7138, 0.3533, 0.1200], [-0.3655, 0.6465, -0.1822], [3.1186, -1.5724, -0.1461], [2.6093, 1.6065, 0.0223], [0.1392, -1.4023, -0.1991], [-1.8369, 0.1819, 1.1937], [-2.0637, -0.5263, -0.4292], [-2.2912, 1.2264, -0.1775]],
  "lowdin_charge": [-0.273, -1.210, -0.071, -0.164, 0.647, 0.683, 0.105, 0.097, 0.093, 0.095],
  "charge": 0,
  "lumo_ev": 0.736,
  "mol_weight_g_mol": 215.9,
  "homo_ev": -8.243,
  "gap_ev": 8.98
}

b.
{
  "formula": "C3H4Br2O",
  "method": "ωB97M-V/def2-TZVPD",
  "species": ["C", "C", "C", "O", "Br", "Br", "H", "H", "H", "H"],
  "xyz": [[0.0826, -0.2792, -0.5673], [-0.4671, -1.2515, -1.2932], [0.2782, 1.0890, 1.3209], [-0.3718, 0.0235, 0.6623], [0.1840, -1.6777, -3.0115], [-1.9257, -2.2753, -0.6678], [0.9186, 0.2883, -0.9616], [-0.1985, 1.1731, 2.2952], [0.1548, 2.0272, 0.7711], [1.3449, 0.8826, 1.4519]],
  "lowdin_charge": [-0.337, -1.184, -0.078, -0.161, 0.663, 0.694, 0.119, 0.094, 0.095, 0.094],
  "charge": 0,
  "lumo_ev": 0.733,
  "mol_weight_g_mol": 215.9,
  "homo_ev": -8.679,
  "gap_ev": 9.41
}

Which structure is the least stable? The one labeled a.

a.
{
  "formula": "C15H18N6O3PtS",
  "method": "ωB97M-V/def2-TZVPD",
  "species": ["Pt", "N", "C", "C", "N", "C", "C", "N", "C", "C", "N", "H", "H", "H", "H", "H", "H", "C", "C", "C", "O", "C", "O", "O", "H", "H", "H", "H", "H", "H", "H", "C", "C", "C", "C", "N", "C", "S", "N", "H", "H", "H", "H", "H"],
  "xyz": [[-0.8790, 0.3491, -0.5233], [-0.8584, -3.5051, 1.9749], [-1.0540, -2.9987, 3.2372], [-1.2891, -1.6656, 3.0673], [-1.2280, -1.3418, 1.7410], [-0.9761, -2.4607, 1.1094], [-0.9105, -2.5503, -0.3444], [-1.2025, -1.5665, -1.1808], [-1.0267, -2.0644, -2.4498], [-0.6292, -3.3581, -2.3815], [-0.5694, -3.6532, -1.0408], [-0.6650, -4.4660, 1.7591], [-1.0083, -3.6251, 4.1102], [-1.4966, -0.9238, 3.8190], [-1.2399, -1.4702, -3.3198], [-0.3853, -4.0757, -3.1421], [-0.2021, -4.5030, -0.6531], [2.7428, -0.5118, -3.6300], [2.0148, 0.1675, -2.4861], [2.8038, 1.3458, -1.9369], [0.7739, 0.7255, -2.9427], [1.7476, -0.8294, -1.3222], [2.2290, -1.9553, -1.3657], [1.0632, -0.3915, -0.3145], [2.8564, 0.1931, -4.4554], [2.1921, -1.3916, -3.9683], [3.7258, -0.8561, -3.3142], [2.9987, 2.0626, -2.7352], [3.7521, 1.0090, -1.5163], [2.2283, 1.8347, -1.1531], [0.3831, 0.1379, -3.5959], [-1.9333, 4.2646, 3.8379], [-1.4992, 3.5108, 2.6181], [-0.1475, 3.4764, 2.2475], [0.1974, 2.7270, 1.1472], [-0.7457, 2.1113, 0.4366], [-2.0404, 2.1945, 0.8602], [-2.9918, 1.1749, -0.1703], [-2.4401, 2.8678, 1.9327], [-1.7430, 5.3320, 3.7132], [-1.3707, 3.9332, 4.7118], [-2.9952, 4.1107, 4.0088], [0.6021, 4.0092, 2.8137], [1.2159, 2.6262, 0.7966]],
  "lowdin_charge": [0.915, 0.106, -0.083, -0.117, 0.109, -0.277, -0.248, -0.066, -0.110, -0.056, 0.135, 0.149, 0.108, 0.103, 0.114, 0.120, 0.161, -0.028, -0.544, -0.010, -0.057, -0.603, 0.043, -0.199, 0.089, 0.084, 0.091, 0.091, 0.099, 0.062, 0.073, -0.032, -0.320, -0.015, -0.090, -0.159, -0.814, 0.581, 0.124, 0.085, 0.083, 0.078, 0.111, 0.114],
  "charge": 0,
  "lumo_ev": 0.234,
  "mol_weight_g_mol": 557.5,
  "homo_ev": -7.423,
  "gap_ev": 7.66
}

b.
{
  "formula": "C15H18N6O3PtS",
  "method": "ωB97M-V/def2-TZVPD",
  "species": ["Pt", "N", "C", "C", "N", "C", "C", "N", "C", "C", "N", "H", "H", "H", "H", "H", "H", "C", "C", "C", "O", "C", "O", "O", "H", "H", "H", "H", "H", "H", "H", "C", "C", "C", "C", "N", "C", "S", "N", "H", "H", "H", "H", "H"],
  "xyz": [[0.0522, 0.1033, 0.5354], [1.0338, 3.4974, 2.5910], [2.2950, 3.3936, 2.0365], [2.2727, 2.2871, 1.2497], [1.0170, 1.7379, 1.3087], [0.2919, 2.4754, 2.1280], [-1.0381, 2.0240, 2.4903], [-1.3312, 0.7772, 2.2503], [-2.6385, 0.6000, 2.6276], [-3.1232, 1.7690, 3.1280], [-2.0867, 2.6749, 3.0362], [0.7346, 4.2115, 3.2296], [3.0765, 4.1034, 2.2482], [3.0604, 1.8457, 0.6558], [-3.1394, -0.3477, 2.5152], [-4.0837, 2.0306, 3.5395], [-2.1544, 3.6614, 3.2122], [3.7723, 1.0049, -2.3211], [2.5742, 0.1862, -1.8654], [2.2824, -0.9517, -2.8300], [1.4456, 1.0643, -1.7666], [2.8503, -0.4820, -0.4854], [4.0200, -0.6794, -0.1805], [1.8392, -0.9385, 0.2019], [3.6914, 1.2321, -3.3879], [4.6937, 0.4597, -2.1330], [3.8026, 1.9465, -1.7685], [2.1108, -0.5576, -3.8368], [1.3980, -1.5045, -2.5044], [3.1295, -1.6394, -2.8708], [0.8135, 0.8862, -2.4675], [-4.1077, -3.9686, -1.3160], [-2.9552, -3.0689, -0.9829], [-1.7053, -3.5945, -0.6342], [-0.7477, -2.7068, -0.2168], [-0.9966, -1.4008, -0.2133], [-2.1931, -0.9244, -0.6806], [-2.2734, 0.7742, -0.7924], [-3.1913, -1.7601, -1.0154], [-3.7729, -4.9820, -1.5363], [-4.6633, -3.5669, -2.1615], [-4.7908, -4.0073, -0.4642], [-1.5040, -4.6559, -0.6673], [0.2388, -3.0094, 0.1145]],
  "lowdin_charge": [1.067, 0.119, -0.047, -0.055, -0.046, -0.247, -0.298, -0.009, -0.122, -0.063, 0.121, 0.160, 0.119, 0.115, 0.115, 0.117, 0.158, -0.025, -0.545, -0.013, -0.072, -0.608, 0.048, -0.193, 0.085, 0.083, 0.081, 0.092, 0.085, 0.102, 0.083, -0.034, -0.331, -0.023, -0.106, -0.180, -0.873, 0.566, 0.105, 0.074, 0.081, 0.086, 0.107, 0.120],
  "charge": 0,
  "lumo_ev": -0.170,
  "mol_weight_g_mol": 557.5,
  "homo_ev": -6.903,
  "gap_ev": 6.73
}

Which structure is the least stable? The one labeled b.

a.
{
  "formula": "C2H2Cl2",
  "method": "ωB97M-V/def2-TZVPD",
  "species": ["C", "C", "Cl", "Cl", "H", "H"],
  "xyz": [[0.0424, -0.7321, 1.3758], [-0.0241, 0.4411, -1.8741], [-0.3454, 0.4731, 0.0423], [-0.8228, 1.8317, -2.2215], [0.2755, -1.7492, 0.9689], [0.8744, -0.2646, 1.7087]],
  "lowdin_charge": [-0.361, -0.683, 0.606, 0.575, -0.015, -0.121],
  "charge": 0,
  "lumo_ev": [-1.645, -1.647],
  "mol_weight_g_mol": 96.9,
  "homo_ev": [-7.906, -7.903],
  "gap_ev": [6.26, 6.26]
}

b.
{
  "formula": "C2H2Cl2",
  "method": "ωB97M-V/def2-TZVPD",
  "species": ["Cl", "C", "C", "Cl", "H", "H"],
  "xyz": [[-2.1437, 0.0262, -0.0050], [-0.4273, -0.4066, 0.0031], [0.4892, 0.5035, 0.0388], [2.1095, -0.0651, -0.0074], [-0.1488, -1.4554, 0.0187], [0.3590, 1.5364, -0.0576]],
  "lowdin_charge": [0.565, -0.641, -0.661, 0.619, 0.066, 0.052],
  "smiles": "Cl/C=C/Cl",
  "charge": 0,
  "lumo_ev": 1.031,
  "mol_weight_g_mol": 96.9,
  "homo_ev": -9.719,
  "gap_ev": 10.75
}

Which structure is the least stable? The one labeled a.